# 1
Here is a molecular structure, C28H40F6HgN8O2P in a non-equilibrium geometry from the OMol25 dataset. Energies are from ωB97M-V/def2-TZVPD.

Results
DFT total energy ... -75477.6090 eV
LUMO energy ... 2.55 eV
Kohn-Sham gap ... 6.69 eV
HOMO ... -0.152 hartree
Net charge ... -1
Maximum force ... 0.0371 hartree/bohr

Element x y z (Å)
Hg1 -0.085 0.189 -0.138
C1 2.196 0.220 -3.072
C2 2.736 -1.145 -2.625
C3 2.068 -1.752 -1.374
N1 0.658 -1.440 -1.346
C4 -0.193 -1.997 -2.187
C5 0.077 -3.214 -2.842
C6 -0.604 -3.909 -3.815
C7 -1.658 -3.492 -4.614
C8 -2.338 -2.288 -4.501
C9 -2.283 -1.359 -3.489
C10 -1.492 -1.284 -2.317
N2 -1.773 -0.461 -1.337
C11 -3.045 0.212 -1.232
C12 -3.295 0.593 0.233
C13 -2.677 1.942 0.626
N3 -1.280 2.041 0.274
C14 -0.780 3.093 -0.334
C15 -1.560 4.133 -0.895
C16 -1.268 5.442 -1.201
C17 -0.097 6.143 -0.963
C18 1.100 5.591 -0.529
C19 1.453 4.268 -0.401
C20 0.703 3.072 -0.499
N4 1.232 1.876 -0.621
C21 2.628 1.655 -0.948
C22 2.844 1.461 -2.456
H1 1.117 0.255 -2.902
H2 2.358 0.292 -4.152
H3 3.809 -1.082 -2.446
H4 2.561 -1.842 -3.450
H5 2.510 -1.353 -0.463
H6 2.274 -2.831 -1.376
H7 0.943 -3.731 -2.450
H8 -0.212 -4.898 -4.033
H9 -1.970 -4.158 -5.409
H10 -3.049 -2.069 -5.294
H11 -2.944 -0.509 -3.612
H12 -3.860 -0.442 -1.573
H13 -3.049 1.121 -1.855
H14 -2.883 -0.209 0.849
H15 -4.371 0.657 0.423
H16 -2.759 2.046 1.718
H17 -3.283 2.742 0.184
H18 -2.580 3.843 -1.120
H19 -2.098 6.016 -1.604
H20 -0.122 7.213 -1.124
H21 1.899 6.301 -0.336
H22 2.492 4.110 -0.133
H23 2.953 0.759 -0.420
H24 3.273 2.479 -0.622
H25 3.920 1.434 -2.645
H26 2.430 2.336 -2.968
N5 0.379 -0.413 2.214
C23 0.464 -1.828 2.589
C24 0.243 -2.002 4.106
C25 -0.256 -3.362 4.607
C26 0.612 -4.590 4.276
N6 2.030 -4.352 4.282
C27 2.782 -4.246 3.154
N7 4.133 -4.159 3.373
N8 2.231 -4.356 1.996
C28 -0.580 -2.610 1.773
O1 -0.216 -3.790 1.346
O2 -1.682 -2.154 1.577
H27 1.233 0.061 2.499
H28 -0.401 0.027 2.700
H29 1.462 -2.172 2.314
H30 -0.519 -1.277 4.410
H31 1.171 -1.734 4.618
H32 -1.255 -3.550 4.209
H33 -0.348 -3.280 5.695
H34 0.359 -4.978 3.291
H35 0.392 -5.373 5.014
H36 2.453 -4.072 5.150
H37 4.410 -3.686 4.220
H38 4.660 -3.818 2.581
H39 0.778 -4.032 1.569
H40 2.889 -4.262 1.234
F1 3.214 -0.675 1.650
P1 4.712 -0.582 2.282
F2 4.145 -1.366 3.610
F3 4.330 0.828 2.972
F4 6.181 -0.557 2.946
F5 5.053 -2.032 1.601
F6 5.247 0.166 0.963

---

# 2
Here is a molecular structure, C47H44LuN5O13PS2 in a non-equilibrium geometry from the OMol25 dataset. Energies are from ωB97M-V/def2-TZVPD.

Results
Energy above the lowest of the compared OMol25 structures with the same formula, charge and spin ... 15.4 kcal per mole
DFT total energy ... -148110.0984 eV
LUMO energy ... 2.20 eV
Kohn-Sham gap ... 7.46 eV
HOMO ... -0.193 hartree
Net charge ... -1
Maximum force ... 0.0361 hartree/bohr

Element x y z (Å)
Lu1 0.899 0.639 0.406
C1 5.069 -1.163 0.458
C2 3.835 -2.000 0.472
N1 2.585 -1.601 0.626
C3 1.825 -2.743 0.628
C4 2.614 -3.843 0.465
N2 3.881 -3.346 0.366
C5 2.411 -5.310 0.373
O1 1.184 -5.753 0.511
O2 3.372 -6.027 0.178
C6 0.359 -2.644 0.776
O3 -0.308 -3.693 0.884
O4 -0.103 -1.471 0.800
H1 4.897 -0.259 1.037
H2 5.328 -0.877 -0.561
H3 5.903 -1.718 0.891
H4 4.687 -3.934 0.228
H5 0.540 -4.977 0.670
C7 0.820 -1.947 -5.484
O5 -0.220 -1.288 -4.782
C8 -1.228 -0.731 -5.490
C9 -1.425 -0.947 -6.849
C10 -2.538 -0.426 -7.501
C11 -3.460 0.323 -6.789
C12 -3.237 0.576 -5.443
C13 -2.123 0.078 -4.775
N3 -1.988 0.375 -3.409
C14 -0.854 0.422 -2.626
N4 0.233 0.798 -3.307
C15 1.605 0.878 -2.958
C16 2.120 0.592 -1.707
C17 3.493 0.870 -1.585
C18 4.296 1.323 -2.611
C19 3.750 1.531 -3.880
C20 2.400 1.309 -4.039
O6 1.730 1.486 -5.228
C21 2.464 2.002 -6.317
N5 -0.918 0.249 -1.330
C22 -2.156 -0.247 -0.811
C23 -2.797 0.508 0.170
C24 -4.012 0.119 0.712
C25 -4.605 -1.064 0.298
C26 -3.969 -1.843 -0.657
C27 -2.763 -1.448 -1.220
O7 -2.289 -2.230 -2.237
C28 -1.022 -2.873 -2.056
H6 1.551 -2.231 -4.733
H7 1.289 -1.278 -6.209
H8 0.455 -2.842 -5.993
H9 -0.719 -1.551 -7.402
H10 -2.683 -0.624 -8.556
H11 -4.344 0.720 -7.274
H12 -3.939 1.183 -4.878
H13 -2.848 0.417 -2.888
H14 0.054 1.038 -4.268
H15 3.950 0.770 -0.612
H16 5.347 1.534 -2.440
H17 4.369 1.876 -4.695
H18 1.766 2.094 -7.145
H19 3.277 1.330 -6.604
H20 2.882 2.984 -6.084
H21 -2.328 1.433 0.483
H22 -4.494 0.748 1.453
H23 -5.553 -1.384 0.716
H24 -4.395 -2.782 -0.993
H25 -1.098 -3.635 -1.286
H26 -0.242 -2.159 -1.790
H27 -0.778 -3.327 -3.012
O8 3.024 1.552 3.958
S1 2.466 1.857 2.675
O9 1.054 1.438 2.493
O10 3.212 1.311 1.540
C29 2.324 3.636 2.639
C30 3.082 4.322 3.573
C31 2.926 5.691 3.729
C32 1.998 6.376 2.963
C33 1.231 5.700 2.024
C34 1.372 4.332 1.859
S2 0.541 3.608 0.441
O11 0.104 4.717 -0.350
O12 1.626 2.784 -0.129
O13 -0.540 2.683 0.833
H28 3.776 3.763 4.187
H29 3.531 6.221 4.455
H30 1.872 7.444 3.088
H31 0.532 6.223 1.385
C35 0.508 -1.087 4.161
P1 -0.971 -0.375 3.315
C36 -1.493 0.821 4.629
C37 -1.718 0.462 5.959
C38 -2.108 1.410 6.895
C39 -2.283 2.738 6.512
C40 -2.065 3.108 5.193
C41 -1.672 2.154 4.257
C42 -2.182 -1.718 3.666
C43 -1.813 -3.060 3.746
C44 -2.773 -4.059 3.879
C45 -4.119 -3.732 3.941
C46 -4.503 -2.396 3.880
C47 -3.544 -1.405 3.736
H32 0.225 -1.613 5.072
H33 1.194 -0.281 4.407
H34 1.029 -1.780 3.495
H35 -1.598 -0.573 6.264
H36 -2.276 1.116 7.924
H37 -2.590 3.478 7.242
H38 -2.198 4.139 4.888
H39 -1.485 2.443 3.227
H40 -0.769 -3.343 3.687
H41 -2.461 -5.096 3.922
H42 -4.866 -4.511 4.034
H43 -5.552 -2.127 3.935
H44 -3.853 -0.365 3.686

---

# 3
Here is C10H14N2S in the gas phase in a non-equilibrium geometry from the OMol25 dataset. Energies are from ωB97M-V/def2-TZVPD.

Results
Energy above the lowest of the compared OMol25 structures with the same formula, charge and spin ... 0.0 kcal per mole
DFT total energy ... -24413.3838 eV
LUMO energy ... 0.68 eV
Kohn-Sham gap ... 8.86 eV
HOMO ... -0.301 hartree
Maximum force ... 0.0428 hartree/bohr

Element x y z (Å)
C1 3.019 0.713 -0.191
C2 1.295 -0.891 -0.995
C3 0.916 -1.762 0.220
C4 0.028 -1.050 1.233
C5 -1.191 -0.387 0.637
C6 -1.390 0.989 0.762
C7 -2.505 1.621 0.178
C8 -3.427 0.872 -0.520
C9 -3.244 -0.507 -0.644
C10 -2.145 -1.130 -0.064
H1 2.635 2.734 -0.282
H2 4.146 2.278 0.333
H3 1.092 1.136 -0.557
H4 0.426 -0.739 -1.657
H5 2.091 -1.371 -1.591
H6 0.449 -2.668 -0.176
H7 1.826 -2.114 0.702
H8 -0.282 -1.792 2.010
H9 0.647 -0.294 1.738
H10 -0.630 1.585 1.335
H11 -2.640 2.690 0.286
H12 -4.294 1.346 -0.958
H13 -3.999 -1.118 -1.150
H14 -2.028 -2.187 -0.142
N1 3.202 2.019 0.151
N2 1.766 0.441 -0.637
S1 4.238 -0.413 -0.021